1.
22
Properties=species:S:1:pos:R:3 method="wB97M-V/def2-TZVPD" multiplicity=1 relative_energy_kj_mol=0.0 total_energy_ha=-934.6182 lumo_ha=0.02973 homo_ev=-8.60
C 1.9048 1.4312 0.9629
C 1.7170 0.8848 -0.3117
C 0.8768 -1.3799 -1.1983
C -1.6051 2.0752 -0.3308
C -0.4005 -2.1200 -0.7170
C 1.7104 0.3376 1.8543
C -2.3316 1.0130 -0.0302
C 1.1834 -0.3162 -0.1790
O -2.7988 -0.8405 1.7091
O -1.5649 -1.2777 -0.5333
O 1.3128 -0.7368 1.2216
S -1.6767 -0.3686 0.9062
H 2.1247 2.3972 1.2191
H 1.8831 1.2830 -1.3065
H 1.6792 -2.0932 -1.3273
H 0.7394 -1.0013 -2.2310
H -0.6097 2.3157 -0.0331
H -1.9933 2.8635 -0.9620
H -0.6524 -2.9135 -1.5173
H -0.0505 -2.6443 0.2770
H 1.9387 0.1421 2.8661
H -3.3867 0.9485 -0.3387



2.
12
Properties=species:S:1:pos:R:3 method="wB97M-V/def2-TZVPD" multiplicity=1 relative_energy_kj_mol=546.1 total_energy_ha=-356.6494 lumo_ha="-0.02659 / -0.02662" homo_ev="-8.91 / -8.90"
O -1.3167 0.9439 -0.0187
C -1.8272 -0.3326 -0.0713
C -0.3945 -0.7526 -0.1058
N 0.2188 -0.0724 -1.2304
N 1.3492 0.2558 -0.7889
C 1.3258 0.1296 0.6972
N 0.3953 -0.9170 0.9045
H 0.7319 1.0416 0.9483
H -2.4112 -0.5265 -0.9763
H -2.3269 -0.6951 0.8351
H 1.9503 0.8381 -1.3613
H 2.3050 0.0869 1.1675



3.
15
Properties=species:S:1:pos:R:3 method="wB97M-V/def2-TZVPD" multiplicity=1 relative_energy_kj_mol=339.0 total_energy_ha=-250.5378 lumo_ha=0.03775 homo_ev=-8.73
C -0.4684 0.5394 2.4488
C -1.1136 -0.1154 1.3064
C -0.5746 0.1626 -0.1332
C -0.3927 -0.9703 -1.1808
C 0.8751 -0.3045 -0.6096
N 1.6880 0.4304 -1.5447
H -1.0141 0.6240 3.3737
H 0.5944 1.1311 2.4017
H -2.1450 -0.7936 1.1918
H -0.8118 1.0759 -0.6432
H -0.5516 -0.6985 -2.3233
H -0.6750 -1.9935 -0.8579
H 1.4451 -1.0057 0.0445
H 1.1022 0.6007 -2.3610
H 2.0421 1.3176 -1.1132



4.
12
Properties=species:S:1:pos:R:3 method="wB97M-V/def2-TZVPD" multiplicity=1 relative_energy_kj_mol=576.9 total_energy_ha=-339.6129 lumo_ha=-0.02740 homo_ev=-10.62
C 0.3679 1.0990 -0.1234
C -0.5445 -0.0157 -0.4617
N 0.0336 -1.6102 0.4753
N -1.8990 0.1329 -0.0457
O -2.1475 0.7591 0.9942
O -2.7527 -0.5087 -0.6499
H 0.1942 1.4255 0.8259
H 1.3031 0.8058 -0.2719
H 0.0252 1.7722 -0.8257
H -0.4403 -0.4292 -1.3699
H -0.9567 -2.0560 0.5250
H 0.3516 -1.1930 1.3366



5.
18
Properties=species:S:1:pos:R:3 method="wB97M-V/def2-TZVPD" multiplicity=1 charge=+3 relative_energy_kj_mol=110.6 total_energy_ha=-529.9564 lumo_ha=-0.70328 homo_ev=-23.61
Al -2.9167 1.6399 1.0986
C 1.9404 -0.5958 1.1427
C 0.7479 0.3076 0.6333
C 0.1163 -0.2079 -0.6360
O -1.0837 0.4618 -0.9179
C -1.6656 0.1606 -2.2015
N -0.2212 0.3615 1.7016
H 1.6126 -1.6040 1.4166
H 2.5390 -0.2849 2.0048
H 2.6533 -0.6561 0.2964
H 1.2639 1.2741 0.5008
H -0.1823 -1.2787 -0.6224
H 0.8853 -0.0847 -1.4266
H -2.3683 0.9610 -2.4703
H -2.2390 -0.7746 -2.1029
H -0.9046 0.1680 -2.9836
H 0.2115 0.7658 2.5520
H -0.3888 -0.6139 2.0144



6.
64
Properties=species:S:1:pos:R:3 method="wB97M-V/def2-TZVPD" multiplicity=1 relative_energy_kj_mol=6.8 total_energy_ha=-4557.3382 lumo_ha=-0.03001 homo_ev=-8.58
C -4.0161 -3.1957 1.6819
N -4.7603 -3.6513 0.5258
C -6.1862 -3.5211 0.7400
C -4.3579 -2.9882 -0.6992
C -2.9284 -3.3530 -1.1290
N -1.8987 -2.4280 -0.7207
C -0.8738 -2.7770 0.0938
O -0.7897 -3.8063 0.7244
C 0.1506 -1.6439 0.0479
O 1.1830 -1.6037 0.6792
C -0.3635 -0.6975 -0.9335
C 0.2884 0.3549 -1.4754
O -0.2771 1.0324 -2.4958
C 1.6309 0.7610 -1.0281
C 1.8759 1.0204 0.3190
C 3.1544 1.3405 0.7343
C 4.1779 1.3948 -0.1930
S 5.8617 1.6712 0.3752
O 5.7928 2.3881 1.6117
O 6.6106 2.2122 -0.7199
N 6.4930 0.1816 0.7059
C 6.0286 -0.5401 1.8691
C 5.0215 -1.6311 1.4824
O 5.5547 -2.4681 0.4775
C 5.8667 -1.7383 -0.6856
C 6.9167 -0.6619 -0.3865
C 3.9419 1.1876 -1.5381
C 2.6609 0.8792 -1.9607
C -1.7455 -1.1356 -1.3547
C -2.7515 -0.1176 -0.8594
C -3.5594 0.5822 -1.7440
C -4.4638 1.5202 -1.2780
C -4.5522 1.7548 0.0833
Br -5.8011 3.0384 0.7328
C -3.7454 1.0749 0.9820
C -2.8430 0.1445 0.5039
H -4.3747 -3.7290 2.5603
H -2.9625 -3.4283 1.5569
H -4.1340 -2.1139 1.8567
H -6.4614 -4.0789 1.6330
H -6.5049 -2.4738 0.8684
H -6.7202 -3.9448 -0.1097
H -4.4575 -1.8907 -0.6264
H -5.0386 -3.3306 -1.4832
H -2.6711 -4.3244 -0.7000
H -2.8955 -3.4267 -2.2221
H 0.3035 1.7478 -2.7901
H 1.0670 0.9704 1.0293
H 3.3753 1.5506 1.7683
H 5.5943 0.1872 2.5532
H 6.8987 -1.0066 2.3454
H 4.8142 -2.2804 2.3337
H 4.0778 -1.1863 1.1336
H 6.2533 -2.4630 -1.4043
H 4.9528 -1.2747 -1.0901
H 7.0949 -0.0171 -1.2461
H 7.8562 -1.1468 -0.0977
H 4.7618 1.2739 -2.2334
H 2.4700 0.6854 -3.0074
H -1.8306 -1.2308 -2.4454
H -3.4859 0.3941 -2.8044
H -5.0959 2.0614 -1.9648
H -3.8229 1.2725 2.0400
H -2.2103 -0.3931 1.1952



7.
17
Properties=species:S:1:pos:R:3 method="wB97M-V/def2-TZVPD" multiplicity=1 relative_energy_kj_mol=434.9 total_energy_ha=-380.1710 lumo_ha=0.02874 homo_ev=-8.04
C 0.6533 0.2447 0.3040
C -0.2779 -0.7619 -0.1353
C -1.0409 0.7828 1.2444
N 1.0485 1.2646 -0.5297
N -1.2027 -0.4529 -1.1754
O 1.5332 -0.1116 1.2633
O 0.9255 -1.6042 -1.2719
H 2.1406 0.6290 1.4050
H 1.0920 -2.4814 -0.9029
H -0.4465 -1.5792 0.5543
H 0.3989 1.3730 -1.3035
H 1.9936 1.1364 -0.8734
H -0.8473 -0.8234 -2.0523
H -2.1636 -0.5034 -0.8598
H -1.8807 0.1444 1.5168
H -0.5619 1.1086 2.1667
H -1.3641 1.6343 0.6496



8.
46
Properties=species:S:1:pos:R:3 method="wB97M-V/def2-TZVPD" multiplicity=1 charge=-1 total_energy_ha=-718.3204 lumo_ha=0.09902 homo_ev=-1.27
C 5.5454 0.1875 -1.1989
C 5.0384 1.1050 -2.4818
C 3.4956 1.5648 -2.1692
O 3.2653 3.0181 -2.1682
N 2.0141 3.1770 -2.6341
C 0.9655 2.7804 -1.6166
C -0.1180 1.6835 -2.2434
C 0.0089 0.1834 -1.5944
C 0.8455 -0.8964 -2.5162
O 0.4776 -2.3145 -2.1935
H 4.6204 -0.5114 -0.9253
H 5.8030 0.8715 -0.2826
H 6.4149 -0.5524 -1.5067
H 5.7696 1.9745 -2.7650
H 5.0049 0.3837 -3.4323
H 3.2342 1.1810 -1.0719
H 2.8100 1.0809 -2.9888
H 0.3170 3.7607 -1.4097
H 1.3918 2.4609 -0.5687
H -0.0509 1.7075 -3.4282
H -1.2124 2.0779 -1.9907
H 0.4635 0.1414 -0.5168
H -1.1026 -0.2363 -1.5077
H 1.9941 -0.7926 -2.2109
H 0.7053 -0.7512 -3.6721
H 0.5471 -2.3410 -1.1795
C -4.5748 -2.6500 3.3154
C -4.2882 -1.1565 3.3206
C -3.8571 -0.6210 1.9532
C -2.5531 -1.2097 1.4042
C -1.3257 -1.0305 2.3030
C -0.9617 0.4262 2.5358
H -3.6854 -3.2325 3.0598
H -4.9083 -2.9741 4.3075
H -5.3657 -2.8924 2.5968
H -3.5294 -0.9312 4.0781
H -5.1977 -0.6286 3.6306
H -3.7686 0.4685 2.0150
H -4.6568 -0.8157 1.2269
H -2.3485 -0.7470 0.4298
H -2.6895 -2.2786 1.2033
H -0.4741 -1.5339 1.8331
H -1.4824 -1.5299 3.2665
H -0.7549 0.9314 1.5872
H -0.0648 0.4950 3.1585
H -1.7616 0.9663 3.0479